# C6H7I2NO

C6H7I2NO as an isolated structure at a distorted geometry (wB97M-V/def2-TZVPD, the OMol25 dataset).

Atoms and positions in Å:
1 C 0.30934 0.39106 -2.24199
2 C 1.01403 -0.53954 -1.39883
3 C -0.48939 1.31272 1.64805
4 C -0.83011 0.03286 -2.89603
5 C 2.05123 -0.14237 -0.70312
6 C -1.24033 -0.68424 2.92465
7 N -0.58794 0.19962 2.09537
8 O -0.26081 2.33671 1.07825
9 I 3.24713 -1.55205 0.33623
10 I 2.55877 1.88805 -0.30535
11 H 0.56282 1.48155 -2.24933
12 H 0.77579 -1.64386 -1.24740
13 H -1.27676 -0.86860 -3.11354
14 H -1.45099 0.78207 -3.49156
15 H -1.31435 -1.75058 2.37085
16 H -0.79328 -0.83497 3.92493
17 H -2.27515 -0.40842 3.26881

For the HOMO energy (spin up / spin down), the calculation gives -0.208 / -0.340 Eh. As for the total charge: 0. The calculation puts the largest force on an atom at 8.11 eV/A. As for the spin multiplicity: 3. As for the LUMO energy (spin up / spin down): -0.045 / -2.562 eV. The calculation puts the energy relative to the best compared isomer or geometry (same formula, charge and spin) at 0.0 kcal per mole. As for the HOMO-LUMO gap (spin up / spin down): 5.603 / 6.689 eV.

Here are the Löwdin charges for atoms 1 to 5, given in e: atom 1 (C): -0.210, atom 2 (C): -0.352, atom 3 (C): -0.317, atom 4 (C): -0.006, atom 5 (C): -1.243

---

# C26H36ClF6N4O19

A 7-piece molecular cluster, C26H36ClF6N4O19 overall (wB97M-V/def2-TZVPD, the OMol25 dataset).

Atoms and positions in Å:
1 N -2.35509 -1.84173 4.08349
2 C -3.29351 -1.60412 2.98866
3 N -4.22312 -0.57805 3.44161
4 N -4.09262 -2.78809 2.67642
5 C -2.41440 -1.16302 1.78596
6 N -3.17934 -0.34179 0.80297
7 C -2.72270 1.08138 0.65784
8 C -3.79591 1.62822 -0.26132
9 C -3.88644 0.52685 -1.33893
10 C -3.36748 -0.76785 -0.64806
11 C -2.11509 -1.35953 -1.28648
12 C -2.58160 -2.30222 -2.36300
13 O -3.20583 -1.99146 -3.31331
14 Cl -2.16849 -3.97659 -2.06756
15 H -1.98499 -2.78688 4.04748
16 H -2.91536 -1.79075 4.92937
17 H -5.18811 -0.79433 3.22741
18 H -4.02024 0.36628 3.14147
19 H -4.88855 -2.58881 2.07995
20 H -3.53784 -3.50170 2.21791
21 H -2.00361 -2.04090 1.29349
22 H -1.57601 -0.56813 2.14675
23 H -4.14549 -0.25358 1.13193
24 H -2.56994 1.54071 1.63245
25 H -1.77936 1.07174 0.10620
26 H -4.74645 1.75604 0.27120
27 H -3.53843 2.60913 -0.65789
28 H -3.23473 0.79614 -2.17007
29 H -4.89779 0.38808 -1.71961
30 H -4.15602 -1.52476 -0.64417
31 H -1.48166 -1.88370 -0.58201
32 H -1.50795 -0.59401 -1.77739
33 C 1.50424 0.97944 2.91992
34 C 2.85822 0.29143 2.92435
35 O 2.57231 -0.93836 2.24569
36 C 1.52875 -0.71920 1.41840
37 O 1.19049 -1.46239 0.55175
38 O 0.92594 0.44285 1.70819
39 F 3.31341 0.01265 4.15630
40 H 0.90406 0.67939 3.77845
41 H 1.55532 2.06183 2.85517
42 H 3.63944 0.81407 2.37057
43 C 0.03754 5.00627 -2.30354
44 C -0.45628 6.11809 -1.39583
45 O -1.15679 5.40980 -0.38683
46 C -0.64023 4.16754 -0.30489
47 O -0.83910 3.44109 0.62048
48 O 0.14031 3.90364 -1.37164
49 F -1.30262 6.96249 -2.01679
50 H -0.70676 4.77153 -3.06366
51 H 0.99470 5.19750 -2.77572
52 H 0.33072 6.70012 -0.91454
53 C 1.52872 -5.02659 2.48828
54 C 1.04771 -3.71519 3.07542
55 O 0.84230 -4.04167 4.42656
56 C 1.67353 -5.08527 4.74780
57 O 1.90800 -5.44745 5.84353
58 O 2.18044 -5.62030 3.61010
59 F -0.15257 -3.30749 2.54514
60 H 0.68178 -5.64619 2.18684
61 H 2.21981 -4.91030 1.65921
62 H 1.76212 -2.89947 2.99825
63 C 1.34686 3.16152 8.09008
64 C 0.19565 3.58288 7.19492
65 O 0.26628 2.62662 6.14748
66 C 0.86602 1.50338 6.63283
67 O 0.88329 0.45968 6.06983
68 O 1.42743 1.75542 7.82690
69 F 0.35673 4.82002 6.67842
70 H 2.27121 3.64372 7.77021
71 H 1.17847 3.33697 9.14734
72 H -0.78972 3.52263 7.65867
73 C 1.88549 0.24570 -6.36873
74 C 0.98268 -0.27957 -5.27458
75 O 0.71165 0.88502 -4.50537
76 C 0.84739 1.96750 -5.32775
77 O 0.50245 3.07158 -5.06922
78 O 1.43117 1.59933 -6.47912
79 F 1.57398 -1.20220 -4.47745
80 H 2.92954 0.23098 -6.05764
81 H 1.77755 -0.26647 -7.31733
82 H 0.04292 -0.68898 -5.63859
83 C 5.62522 -2.51743 -8.47536
84 C 4.21155 -2.03142 -8.73116
85 O 4.26175 -0.69765 -8.26853
86 C 5.55852 -0.25550 -8.36360
87 O 5.88561 0.87292 -8.26073
88 O 6.37615 -1.30543 -8.58653
89 F 3.27936 -2.70730 -8.01049
90 H 5.71285 -2.91087 -7.46162
91 H 5.98155 -3.24870 -9.19352
92 H 3.90907 -2.03676 -9.77911

For the HOMO energy, the calculation gives -0.459 Eh. As for the total charge: +1. The calculation puts the largest force on an atom at 0.70 eV/A. As for the LUMO energy: -2.370 eV. As for the HOMO-LUMO gap: 10.114 eV.

Here are the Löwdin charges for atoms 1 to 5, given in e: atom 1 (N): 0.098, atom 2 (C): -0.647, atom 3 (N): 0.109, atom 4 (N): 0.099, atom 5 (C): -0.044